Entry 1:
DFT (ωB97M-V/def2-TZVPD) results for a structure of composition C3H6IPS2 in a non-equilibrium geometry.

```
13
Properties=species:S:1:pos:R:3:nbo_charge:R:1
C 0.02 -0.90 0.15 -0.46
C 1.16 -0.31 -0.65 -0.48
C -0.20 0.04 1.45 -0.53
P -0.76 2.07 -0.86 0.48
S 0.69 1.04 -1.85 -0.01
S -0.63 1.84 1.15 0.00
I -3.14 0.36 -1.87 -0.44
H -0.74 -0.95 -0.65 0.26
H 0.28 -1.97 0.47 0.24
H 1.94 0.14 0.02 0.22
H 1.52 -0.99 -1.37 0.23
H -1.02 -0.51 2.09 0.26
H 0.88 0.13 1.93 0.23
```

Properties
E_tot: -1553.31473 Ha

Entry 2:
DFT (ωB97M-V/def2-TZVPD) results for a cluster of 2 separate species, C4H14NOS in total in a non-equilibrium geometry.

```
21
Properties=species:S:1:pos:R:3:nbo_charge:R:1
C -1.01 -1.70 0.95 -0.67
C -0.82 -0.34 0.21 -0.06
C -0.07 -0.29 -1.10 -0.44
C 0.04 1.15 -1.79 -0.54
S -1.35 2.29 -1.47 -0.06
N -0.14 0.61 1.22 -0.70
H -0.21 -1.88 1.79 0.22
H -2.04 -1.85 1.33 0.25
H -0.93 -2.63 0.20 0.26
H -1.81 0.04 -0.05 0.24
H -0.86 -0.77 -1.72 0.24
H 0.76 -0.95 -0.91 0.24
H 0.91 1.61 -1.48 0.20
H 0.25 0.94 -2.93 0.27
H -1.47 2.71 -2.70 0.17
H 0.77 0.38 1.30 0.44
H -0.25 1.49 0.73 0.45
H -0.61 0.36 2.21 0.46
H 3.45 0.13 1.07 0.51
H 2.84 -1.04 1.79 0.49
O 2.57 -0.25 1.34 -0.98
```

Properties
E_tot: -688.69281 Ha
total charge: +1

Entry 3:
DFT (ωB97M-V/def2-TZVPD) results for the molecule C3H3N3OS in a non-equilibrium geometry.

```
11
Properties=species:S:1:pos:R:3:nbo_charge:R:1
O 1.58 1.69 -0.36 -0.49
C 1.17 0.58 -0.33 0.56
S 2.26 -0.71 0.15 -0.09
N -0.14 0.15 -0.39 -0.44
C -1.00 1.06 0.27 0.12
N -2.14 0.39 0.25 -0.25
N -1.90 -0.98 -0.07 -0.26
C -0.62 -1.02 -0.62 0.15
H 1.65 -1.41 1.39 0.19
H -0.83 2.13 0.67 0.27
H -0.03 -1.87 -0.96 0.25
```

Properties
E_tot: -753.71211 Ha

Entry 4:
DFT (ωB97M-V/def2-TZVPD) results for the molecule C23H32N2O4.

```
61
Properties=species:S:1:pos:R:3:nbo_charge:R:1
C -6.09 0.41 1.07 -0.26
O -5.96 0.34 2.47 -0.53
C -4.87 -0.45 2.89 -0.11
C -3.54 0.12 2.50 0.24
C -2.81 1.16 3.00 -0.30
C -1.65 1.25 2.19 -0.32
C -1.75 0.26 1.26 0.28
C -0.85 -0.12 0.13 -0.28
N -1.43 0.29 -1.14 -0.44
C -1.44 1.73 -1.34 -0.23
C -0.07 2.32 -1.68 -0.42
C 0.53 1.60 -2.89 -0.39
C 0.57 0.10 -2.62 -0.25
C 1.16 -0.66 -3.82 -0.37
C 1.35 -2.16 -3.55 -0.50
C 1.96 -2.40 -2.19 0.69
O 1.37 -2.93 -1.27 -0.63
N 3.25 -1.98 -2.09 -0.62
C 3.91 -1.86 -0.80 -0.26
C 3.56 -0.54 -0.14 0.08
C 3.96 0.65 -0.72 -0.28
C 3.57 1.86 -0.16 -0.19
C 2.80 1.88 0.98 -0.27
C 2.39 0.68 1.58 0.32
O 1.64 0.80 2.70 -0.50
C 1.21 -0.37 3.36 -0.25
C 2.77 -0.53 1.00 -0.34
C -0.84 -0.39 -2.28 -0.22
O -2.89 -0.43 1.44 -0.40
H -5.22 0.87 0.60 0.17
H -6.23 -0.60 0.64 0.16
H -6.97 1.01 0.87 0.19
H -4.95 -1.46 2.48 0.18
H -4.95 -0.49 3.98 0.21
H -3.07 1.78 3.83 0.23
H -0.85 1.95 2.30 0.23
H -0.75 -1.21 0.10 0.23
H 0.14 0.31 0.32 0.19
H -1.85 2.20 -0.44 0.21
H -2.13 1.93 -2.17 0.19
H 0.60 2.21 -0.82 0.20
H -0.17 3.39 -1.89 0.21
H 1.53 1.98 -3.09 0.20
H -0.09 1.79 -3.77 0.19
H 1.21 -0.08 -1.75 0.20
H 0.51 -0.53 -4.69 0.21
H 2.13 -0.21 -4.07 0.19
H 1.98 -2.60 -4.33 0.22
H 0.38 -2.67 -3.58 0.23
H 3.62 -1.42 -2.84 0.39
H 3.57 -2.69 -0.19 0.23
H 4.99 -1.94 -0.96 0.21
H 4.57 0.64 -1.61 0.20
H 3.88 2.79 -0.61 0.22
H 2.49 2.81 1.44 0.23
H 0.63 -0.02 4.22 0.21
H 2.06 -0.96 3.71 0.18
H 0.58 -0.98 2.72 0.18
H 2.45 -1.47 1.43 0.23
H -0.84 -1.46 -2.07 0.21
H -1.50 -0.21 -3.14 0.19
```

Properties
E_tot: -1306.07796 Ha

Entry 5:
DFT (ωB97M-V/def2-TZVPD) results for the molecule C21H21N3O4S in a non-equilibrium geometry.

```
50
Properties=species:S:1:pos:R:3:nbo_charge:R:1
C -4.73 1.97 1.30 -0.73
C -4.10 1.27 -0.03 0.70
O -4.11 1.66 -1.17 -0.61
N -3.42 0.24 0.39 -0.59
C -2.83 -0.53 -0.50 0.16
C -2.78 -0.56 -1.68 -0.30
C -2.10 -1.51 -2.32 -0.20
C -1.16 -2.39 -1.93 0.17
N -0.57 -3.27 -2.69 -0.73
S 1.28 -3.59 -2.08 2.17
O 1.91 -3.94 -3.33 -0.87
O 1.20 -4.34 -0.76 -0.85
C 1.45 -1.86 -1.71 -0.38
C 1.62 -1.55 -0.28 -0.09
C 1.93 -0.26 -0.05 -0.10
C 1.77 0.11 1.59 0.28
C 1.60 -0.69 2.62 -0.16
N 1.82 0.20 3.65 -0.47
C 1.90 1.51 3.14 0.40
C 2.05 2.57 3.98 -0.28
C 1.34 3.96 3.42 -0.35
C 2.87 3.75 3.52 -0.41
O 1.86 1.27 1.91 -0.37
C 1.95 0.71 -0.81 -0.17
C 1.90 0.56 -2.29 -0.16
C 1.78 -0.90 -2.48 0.04
C 1.70 -1.22 -4.09 -0.69
C -1.19 -2.48 -0.50 -0.28
C -2.01 -1.68 0.23 -0.22
H -5.39 2.86 0.86 0.23
H -3.83 2.38 1.92 0.22
H -5.36 1.44 1.90 0.21
H -3.47 -0.03 1.40 0.42
H -3.33 0.10 -2.37 0.27
H -1.87 -1.31 -3.53 0.16
H -0.62 -3.24 -3.55 0.36
H 1.58 -2.29 0.44 0.24
H 1.54 -1.76 2.98 0.25
H 2.06 2.42 5.21 0.28
H 0.95 3.67 2.65 0.19
H 1.03 4.57 4.15 0.22
H 3.65 3.45 2.59 0.20
H 3.53 4.36 4.10 0.23
H 2.20 1.78 -0.64 0.23
H 1.79 1.28 -3.02 0.23
H 1.92 -2.27 -4.17 0.25
H 0.79 -0.89 -4.62 0.22
H 2.25 -0.54 -4.78 0.23
H -0.56 -3.24 0.02 0.24
H -1.77 -1.75 1.42 0.21
```

Properties
E_tot: -1675.67703 Ha

Entry 6:
DFT (ωB97M-V/def2-TZVPD) results for a cluster of 2 separate species, C4H14N in total in a non-equilibrium geometry.

```
19
Properties=species:S:1:pos:R:3:nbo_charge:R:1
C 2.04 2.04 0.34 -0.63
C 3.56 2.04 0.26 -0.62
H 1.69 1.38 -0.47 0.19
H 1.58 3.02 0.12 0.21
H 1.51 1.95 1.28 0.21
H 3.85 1.17 0.88 0.20
H 3.97 1.75 -0.71 0.21
H 4.03 2.96 0.60 0.22
C -3.23 -0.93 -0.03 -0.41
N -1.83 -1.51 0.29 -0.50
C -0.98 -1.94 -0.84 -0.44
H -3.94 -1.40 0.64 0.24
H -3.21 0.12 0.23 0.24
H -3.46 -1.26 -1.05 0.24
H -2.05 -2.31 0.89 0.44
H -1.39 -0.83 0.92 0.44
H -0.02 -2.35 -0.48 0.25
H -0.73 -1.11 -1.49 0.25
H -1.40 -2.80 -1.38 0.25
```

Properties
E_tot: -215.26238 Ha
total charge: +1

Copy entry 6 word for word.
DFT (ωB97M-V/def2-TZVPD) results for a cluster of 2 separate species, C4H14N in total in a non-equilibrium geometry.

```
19
Properties=species:S:1:pos:R:3:nbo_charge:R:1
C 2.04 2.04 0.34 -0.63
C 3.56 2.04 0.26 -0.62
H 1.69 1.38 -0.47 0.19
H 1.58 3.02 0.12 0.21
H 1.51 1.95 1.28 0.21
H 3.85 1.17 0.88 0.20
H 3.97 1.75 -0.71 0.21
H 4.03 2.96 0.60 0.22
C -3.23 -0.93 -0.03 -0.41
N -1.83 -1.51 0.29 -0.50
C -0.98 -1.94 -0.84 -0.44
H -3.94 -1.40 0.64 0.24
H -3.21 0.12 0.23 0.24
H -3.46 -1.26 -1.05 0.24
H -2.05 -2.31 0.89 0.44
H -1.39 -0.83 0.92 0.44
H -0.02 -2.35 -0.48 0.25
H -0.73 -1.11 -1.49 0.25
H -1.40 -2.80 -1.38 0.25
```

Properties
E_tot: -215.26238 Ha
total charge: +1